{
  "formula": "CH2Br2S",
  "method": "the ωB97M-V functional and the def2-TZVPD basis",
  "elements": ["C", "S", "Br", "Br", "H", "H"],
  "positions_angstrom": [[0.13874, 0.11248, -0.39759], [1.13950, -0.99898, 0.31746], [0.14467, 1.90467, 0.06734], [-2.19925, -0.59439, 0.08935], [0.05875, 0.16196, -1.52388], [0.71760, -0.58574, 1.44732]],
  "forces_ev_per_angstrom": [[-3.15, 0.69, -3.01], [1.33, -1.53, -0.94], [0.04, 0.86, 0.71], [1.84, 0.56, -0.50], [0.11, -0.90, 1.47], [-0.17, 0.31, 2.27]],
  "largest_force_ev_per_a": 4.4,
  "total_charge": 0,
  "total_energy_ev": -151987.9886,
  "gap_ha": 0.300
}



{
  "formula": "C8H12NP",
  "method": "the ωB97M-V functional and the def2-TZVPD basis",
  "elements": ["C", "C", "C", "C", "C", "C", "C", "C", "N", "P", "H", "H", "H", "H", "H", "H", "H", "H", "H", "H", "H", "H"],
  "positions_angstrom": [[2.85990, 1.04140, -1.36045], [2.52516, 2.41024, -1.14782], [2.02284, 0.05123, -1.01734], [1.28075, 2.67879, -0.60779], [0.82086, 0.43205, -0.41722], [-0.05245, -1.97967, -0.10083], [-2.74829, 0.12694, 1.16459], [-0.24449, -0.51523, 0.12545], [0.48667, 1.73487, -0.27920], [-1.92064, -0.13122, -0.40858], [3.87334, 0.86501, -1.57593], [3.15398, 3.21118, -1.52755], [2.47026, -1.00797, -1.12775], [0.97203, 3.70541, -0.47976], [0.80991, -2.55360, 0.42486], [-0.95518, -2.67872, 0.13540], [0.07312, -2.06635, -1.20876], [-3.36853, 1.04609, 0.97901], [-1.95620, 0.45645, 1.90501], [-3.10029, -0.81579, 1.60156], [-0.12078, -0.15526, 1.60722], [-1.65532, 1.20233, -0.67593]],
  "forces_ev_per_angstrom": [[0.69, 3.77, 0.65], [0.26, -1.17, -0.97], [-0.09, -2.79, 0.71], [2.03, 1.29, -1.15], [-0.95, 0.08, -0.16], [0.55, -3.15, 0.03], [1.12, 1.32, 1.48], [1.55, 1.05, 4.38], [-1.63, -2.52, 1.14], [-0.48, -0.03, -1.02], [1.04, -0.52, -0.92], [0.13, -0.19, 0.37], [-1.49, 1.61, 0.35], [-0.26, 0.17, 0.16], [-1.05, 1.45, -0.88], [1.21, 1.68, -0.28], [0.09, -0.35, 0.71], [-0.36, -1.47, 0.65], [-0.84, -0.10, -0.78], [-0.89, 0.61, -0.33], [-0.39, -1.23, -4.05], [-0.22, 0.48, -0.10]],
  "largest_force_ev_per_a": 4.8,
  "total_charge": 0,
  "total_energy_ev": -19266.5253,
  "gap_ha": 0.334
}



Calculated E_LUMO (eV), listed in the same order as above: -1.4; 0.6
Calculated energy above the lowest of the compared OMol25 structures with the same formula, charge and spin (kcal per mole), listed in the same order as above: 23.2; 35.9